This record from OMol25 describes C25H20ClN3O5S in the gas phase. The level of theory is ωB97M-V/def2-TZVPD.

```
55
Properties=species:S:1:pos:R:3:forces:R:3:lowdin_charge:R:1
Cl -1.416969 6.109495 0.351133 0.0 0.2 -0.1 0.7358
S 1.431375 2.318789 -1.092304 0.3 0.4 0.1 1.0332
O -2.659106 -0.031490 0.431632 -0.1 -0.1 0.0 0.1032
O 1.267255 -4.770957 -2.338092 0.4 0.1 -0.4 0.1073
O -0.265777 -5.563985 -0.930526 0.0 0.0 0.0 0.1017
O -1.606813 5.338310 3.089287 0.0 -0.1 -0.4 -0.1073
O 3.043998 -0.772084 -2.711348 0.1 -0.2 -0.1 0.0871
N 0.358514 0.246035 -2.240243 0.0 0.6 -0.1 0.1178
N -0.861286 1.083366 -0.414596 -0.2 -0.2 0.0 0.0726
N 2.633073 -0.313601 -0.504583 0.3 0.0 0.6 0.1126
C -1.355595 2.938052 2.750130 0.0 0.1 0.1 0.0106
C 0.552508 -4.720420 -1.205404 -0.4 -0.5 0.0 -0.5028
C -0.483789 -0.826996 -2.338482 -0.7 -0.3 0.3 -0.2058
C 2.803380 0.007103 -1.826274 0.4 0.4 -0.1 -0.5502
C -1.083631 -2.882522 -3.408767 0.0 0.1 -0.1 -0.0686
C -0.275175 -1.770797 -3.346757 -0.1 0.0 0.0 -0.0031
C 1.734628 -0.212368 2.194910 0.0 -0.1 -0.1 -0.0347
C -1.428405 4.253714 2.303745 0.0 0.0 -0.2 -0.2964
C 1.941064 -1.428376 -0.015528 -0.2 -0.3 0.1 -0.1707
C -1.763468 5.152276 4.476640 0.0 0.0 0.3 -0.0737
C 0.872018 -3.553700 -0.357827 0.1 0.4 0.3 -0.1298
C -1.046188 2.149739 0.504870 -0.1 0.4 0.4 -0.2523
C -1.522140 -1.009153 -1.409675 0.2 -0.3 -0.4 -0.0651
C -1.164829 1.894791 1.861781 0.1 0.1 -0.2 -0.0068
C -2.099311 -3.081892 -2.473743 -0.1 0.0 0.1 -0.0671
C 1.694569 -2.532384 -0.818703 0.0 -0.2 0.0 0.0548
C 0.313863 -3.479490 0.914613 0.0 -0.2 -0.2 -0.0049
C -1.314907 4.490584 0.924920 0.0 0.0 0.3 -0.5731
C -1.137582 3.455079 0.032085 -0.1 -0.2 0.2 -0.0747
C -1.769175 -0.002297 -0.387530 -0.1 0.0 0.1 -0.3395
C 1.421941 -1.367325 1.287826 0.0 0.0 -0.1 -0.1989
C 0.167663 1.101044 -1.309892 0.5 -0.2 -0.6 -0.5425
C 0.609577 -2.403383 1.727187 0.0 0.0 -0.1 -0.0261
C -2.319656 -2.153183 -1.482191 0.0 0.1 0.0 0.0033
C 2.741935 1.515102 -2.075965 -0.5 0.1 -0.1 -0.3269
H -0.871858 4.701874 4.923643 0.0 0.0 0.0 0.0980
H -0.926933 -3.612736 -4.188890 0.0 -0.1 -0.1 0.1106
H 2.118157 -2.581687 -1.807551 0.0 0.0 0.0 0.1129
H -2.638627 4.535335 4.701307 0.0 0.0 0.0 0.0993
H 1.017923 -5.557816 -2.847250 -0.1 0.1 0.3 0.1358
H -1.129599 0.880911 2.225035 0.0 -0.1 0.0 0.1191
H 1.282059 -0.371671 3.170092 0.0 0.0 0.1 0.0834
H -1.082025 3.666016 -1.023922 0.0 0.0 -0.1 0.1110
H 2.609146 0.480124 0.123944 -0.1 -0.1 -0.2 0.0849
H 2.811634 -0.114923 2.334122 0.1 0.1 0.0 0.0929
H 2.556696 1.687682 -3.134690 0.1 -0.2 0.1 0.0898
H -1.908998 6.148971 4.889297 0.0 -0.1 0.0 0.0970
H -0.334433 -4.273430 1.249622 -0.1 -0.1 0.0 0.1208
H 0.532458 -1.610023 -4.042173 0.1 0.0 -0.1 0.1218
H 0.193702 -2.357247 2.722982 0.0 0.0 0.1 0.1131
H -1.450400 2.713394 3.799823 0.0 0.0 0.1 0.1094
H -2.711917 -3.968490 -2.527336 0.0 -0.1 0.0 0.1104
H 1.351844 0.730919 1.799959 0.0 0.1 0.0 0.0595
H -3.102659 -2.279552 -0.750464 -0.1 0.0 0.1 0.1230
H 3.670276 2.005271 -1.779879 0.0 0.0 0.0 0.0883
```
Positions in Å, forces in eV/Å.

Frontier orbital gap = 8.654 eV
2S+1 = 1
SMILES = COc1ccc(-n2c(SCC(=O)Nc3cc(C(=O)O)ccc3C)nc3ccccc3c2=O)cc1Cl
Energy above the lowest of the compared OMol25 structures with the same formula, charge and spin = 0.00 kcal per mole

***

This record from OMol25 describes C5H8N2S in the gas phase. The level of theory is ωB97M-V/def2-TZVPD.

```
16
Properties=species:S:1:pos:R:3:forces:R:3:lowdin_charge:R:1
S 1.142712 0.391222 -1.944434 -0.2 0.4 0.3 0.7783
N -1.299294 0.795916 0.943004 0.5 -0.1 0.0 0.0742
N -2.021012 -0.160100 -1.058334 0.4 0.3 0.6 0.1378
C -0.076295 1.149882 1.522696 -0.3 0.0 -0.1 -0.1017
C -1.083215 0.139429 -0.252427 -0.4 -0.1 -0.3 -0.4513
C 0.709890 -1.630467 -0.195313 0.0 -0.3 -0.3 -0.1007
C 0.959615 0.662968 0.848313 0.1 -0.1 -0.1 -0.1090
C 0.438215 -0.122412 -0.326790 -0.1 -0.2 -0.2 -0.7589
H -0.092077 1.735728 2.416471 0.1 0.2 0.3 0.1120
H 2.005654 0.741531 1.098561 -0.1 0.0 0.0 0.1077
H -2.174304 1.227099 1.157514 -0.3 0.1 0.0 0.1392
H 0.233824 -2.203379 -1.013867 0.2 0.4 0.3 0.0838
H 1.786707 -1.831223 -0.222771 -0.2 0.1 0.0 0.0790
H 0.306243 -2.004158 0.747901 0.0 0.1 0.0 0.0924
H -1.625698 -0.588426 -1.880314 0.1 -0.2 -0.4 0.0254
H 0.789033 1.696389 -1.840211 0.1 -0.4 -0.1 -0.1084
```
Positions in Å, forces in eV/Å.

Frontier orbital gap = 9.181 eV
2S+1 = 1
SMILES = [H]/N=C1/NC=C[C@]1(C)S
Energy above the lowest of the compared OMol25 structures with the same formula, charge and spin = 13.85 kcal per mole

***

This record from OMol25 describes 2 unconnected molecules or ions with the total composition C4H11NO. The level of theory is ωB97M-V/def2-TZVPD.

```
17
Properties=species:S:1:pos:R:3:forces:R:3:lowdin_charge:R:1
O -3.042806 0.362753 -0.103258 -0.4 0.8 -2.6 -0.0663
N -0.166690 0.740052 -0.854152 1.2 -0.8 -0.2 -0.1034
C 0.509117 1.222280 0.430777 -1.4 -0.2 -2.3 -0.1982
C 0.653852 -0.047896 1.216795 3.2 0.5 -0.1 -0.2256
C 0.295913 -0.664612 -1.120768 1.3 -1.0 -1.2 -0.2221
C 0.964564 -1.232319 0.235029 -0.7 0.0 0.3 -0.1402
H -0.147381 -0.187837 1.821134 -2.8 -0.9 1.5 0.0579
H 1.512023 1.602677 0.309910 0.3 0.6 -0.6 0.0970
H -0.192824 2.012982 0.755875 0.7 -0.5 0.6 0.1190
H 1.049854 -0.766691 -1.979963 -0.6 0.6 1.2 0.1050
H -0.530273 -1.300038 -1.568543 0.5 0.6 1.2 0.1033
H 1.479999 0.146809 1.938996 -0.3 -0.5 -0.4 0.1152
H -2.537570 -0.008358 0.572520 1.1 -1.0 2.0 -0.0270
H 0.338182 -2.129927 0.585859 1.3 1.1 -0.5 0.1100
H 2.131635 -1.495946 0.254174 -2.8 0.6 -0.5 0.1369
H 0.022972 1.312790 -1.693242 0.0 -0.3 0.9 0.1108
H -2.340575 0.433281 -0.801143 -0.7 0.2 0.7 0.0278
```
Positions in Å, forces in eV/Å.

Frontier orbital gap = 10.043 eV
2S+1 = 1
SMILES = C1CCNC1.O
Energy above the lowest of the compared OMol25 structures with the same formula, charge and spin = 41.31 kcal per mole

***

no.,LUMO (Ha),largest force on an atom (hartree/bohr),HOMO (eV)
1,0.01018,0.01590,-8.38
2,0.02925,0.01527,-8.38
3,0.03169,0.06405,-9.18